Entry from OMol25: the ion C6H16N2 with charge -1 (ωB97M-V/def2-TZVPD).

```
24
Properties=species:S:1:pos:R:3
C 0.554 0.351 -1.239
N 0.257 1.153 -0.080
C 0.788 0.663 1.206
C 2.259 1.025 1.394
C -0.099 1.160 2.357
C -0.663 -0.404 -1.814
N -1.021 -1.483 -0.937
C -2.096 -2.350 -1.433
H 1.344 -0.379 -1.021
H 1.079 0.899 -2.037
H 0.103 2.138 -0.207
H 0.560 -0.406 1.056
H 2.311 2.105 1.577
H 2.737 0.544 2.267
H 2.915 0.618 0.625
H 0.185 2.176 2.622
H -1.147 1.053 2.063
H 0.024 0.424 3.159
H -0.323 -0.754 -2.805
H -1.421 0.355 -2.073
H -1.265 -1.186 -0.002
H -2.034 -2.398 -2.520
H -3.118 -1.980 -1.170
H -1.930 -3.326 -0.988
```

The calculation puts the HOMO energy (spin up / spin down) at 1.5006 / -4.8030 eV. For the HOMO-LUMO gap (spin up / spin down), the calculation gives 2.24 / 8.50 eV. As for the spin multiplicity: 2. The LUMO energy (spin up / spin down) comes out at 3.74 / 3.70 eV. For the total energy, the calculation gives -9459.28739 eV. Its charge is -1. As for the energy relative to the best compared isomer or geometry (same formula, charge and spin): 22.64 kcal per mole.

Atom charges from the Mulliken analysis, given in e for atoms 1 to 8:
1. C -1.89
2. N 0.05
3. C 1.78
4. C -2.89
5. C -4.07
6. C -0.54
7. N 0.13
8. C -1.31



Entry from OMol25: an isolated molecule of C6H16N2 (ωB97M-V/def2-TZVPD).

```
24
Properties=species:S:1:pos:R:3
C 0.330 2.782 -0.392
C -0.469 1.557 0.028
C -0.639 0.586 -1.158
C -0.849 -0.936 -0.808
N -2.287 -1.193 -0.682
C -0.102 -1.401 0.415
N 1.321 -1.236 0.269
C 2.059 -1.289 1.508
H 1.372 2.492 -0.571
H 0.253 3.599 0.326
H -0.041 3.155 -1.348
H -0.003 1.091 0.889
H -1.470 1.896 0.316
H 0.272 0.641 -1.741
H -1.540 0.833 -1.716
H -0.508 -1.456 -1.703
H -2.532 -2.132 -0.966
H -2.614 -1.086 0.272
H -0.512 -0.928 1.319
H -0.327 -2.471 0.505
H 1.550 -0.444 -0.311
H 1.872 -2.268 1.966
H 3.125 -1.243 1.335
H 1.740 -0.546 2.248
```

The calculation puts the HOMO energy at -8.7245 eV. For the HOMO-LUMO gap, the calculation gives 9.82 eV. As for the spin multiplicity: 1. As for the SMILES: CCC[C@H](N)CNC. The LUMO energy comes out at 1.10 eV. For the total energy, the calculation gives -9461.30243 eV. Its charge is 0. As for the energy relative to the best compared isomer or geometry (same formula, charge and spin): 17.80 kcal per mole.

Atom charges from the Mulliken analysis, given in e for atoms 1 to 8:
1. C -1.38
2. C 0.00
3. C -1.32
4. C 0.31
5. N -0.72
6. C -0.95
7. N -0.32
8. C -0.95



Entry from OMol25: a structure of composition C6H16N2 (ωB97M-V/def2-TZVPD).

```
24
Properties=species:S:1:pos:R:3
C -1.064 0.791 -0.005
C -1.704 0.657 -1.374
C -0.255 2.065 0.180
H -1.851 0.773 0.751
H 0.158 -0.085 -0.343
H -2.385 1.495 -1.560
H -0.886 2.943 0.006
H -0.941 0.653 -2.153
H -2.291 -0.262 -1.452
H 0.139 2.155 1.194
H 0.578 2.092 -0.526
C 2.523 -0.402 -0.263
N 1.298 -0.673 -0.982
C -0.352 -0.904 0.725
N -1.021 -1.996 0.255
C 0.134 -0.731 1.963
H 1.296 -1.655 -1.250
H -1.023 -2.150 -0.742
H -1.720 -2.436 0.837
H 2.756 0.668 -0.287
H 2.452 -0.700 0.802
H 3.385 -0.930 -0.685
H 0.287 -1.595 2.596
H 0.487 0.226 2.316
```

The calculation puts the HOMO energy (spin up / spin down) at -7.1612 / -7.1606 eV. For the HOMO-LUMO gap (spin up / spin down), the calculation gives 8.07 / 8.07 eV. As for the spin multiplicity: 1. The LUMO energy (spin up / spin down) comes out at 0.91 / 0.91 eV. For the total energy, the calculation gives -9456.84887 eV. Its charge is 0. As for the energy relative to the best compared isomer or geometry (same formula, charge and spin): 120.50 kcal per mole.

Atom charges from the Mulliken analysis, given in e for atoms 1 to 8:
1. C 0.26
2. C -1.35
3. C -1.25
4. H 0.39
5. H 0.10
6. H 0.42
7. H 0.40
8. H 0.32



Entry from OMol25: an isolated molecule of C6H16N2 (ωB97M-V/def2-TZVPD).

```
24
Properties=species:S:1:pos:R:3
C -2.506 0.719 1.687
C -1.028 0.324 1.731
C -0.546 0.326 0.250
C 0.974 -0.187 0.275
N 1.684 0.329 -0.920
C 3.035 -0.173 -0.739
N -1.437 -0.476 -0.677
C -0.750 -0.724 -1.963
H -3.234 -0.137 1.917
H -2.728 1.545 2.456
H -2.727 1.148 0.747
H -0.404 1.015 2.298
H -0.935 -0.666 2.313
H -0.426 1.244 -0.151
H 0.943 -1.284 0.034
H 1.355 0.051 1.200
H 1.650 1.317 -0.924
H 3.578 0.010 0.254
H 3.730 0.361 -1.512
H 3.139 -1.182 -1.077
H -1.660 -1.330 -0.228
H -0.415 0.363 -2.339
H 0.149 -1.362 -1.846
H -1.442 -1.231 -2.787
```

The calculation puts the HOMO energy at -8.4925 eV. For the HOMO-LUMO gap, the calculation gives 9.55 eV. As for the spin multiplicity: 1. As for the SMILES: CC[C@@H](CNC)NC. The LUMO energy comes out at 1.05 eV. For the total energy, the calculation gives -9459.48956 eV. Its charge is 0. As for the energy relative to the best compared isomer or geometry (same formula, charge and spin): 59.61 kcal per mole.

Atom charges from the Mulliken analysis, given in e for atoms 1 to 8:
1. C -1.06
2. C -0.61
3. C -0.05
4. C -1.41
5. N -0.17
6. C -0.89
7. N -0.39
8. C -0.68



Entry from OMol25: a structure of composition C6H16N2O (ωB97M-V/def2-TZVPD).

```
25
Properties=species:S:1:pos:R:3
C 2.043 -0.783 0.210
C 2.158 0.163 -2.195
N 1.560 0.313 -0.867
O 1.644 -0.467 1.413
H 0.096 -0.176 1.546
H 1.822 1.206 -0.455
H 3.145 -0.812 0.073
H 1.623 -1.716 -0.233
H 1.812 0.950 -2.868
H 1.859 -0.802 -2.609
H 3.251 0.193 -2.158
C -2.700 -1.285 0.382
C -0.798 1.781 1.460
C -1.560 -0.318 0.263
N -1.012 -0.052 -0.884
C -1.003 0.262 1.480
H 0.238 0.216 -0.919
H -1.408 -0.532 -1.685
H -1.577 -0.046 2.354
H -3.580 -0.771 0.777
H -2.438 -2.064 1.101
H -2.956 -1.752 -0.569
H -0.244 2.086 2.347
H -0.225 2.090 0.588
H -1.751 2.317 1.446
```

The calculation puts the HOMO energy at -7.3823 eV. For the HOMO-LUMO gap, the calculation gives 8.13 eV. As for the spin multiplicity: 1. The LUMO energy comes out at 0.75 eV. For the total energy, the calculation gives -11507.26070 eV. Its charge is 0. As for the energy relative to the best compared isomer or geometry (same formula, charge and spin): 64.44 kcal per mole.

Atom charges from the Mulliken analysis, given in e for atoms 1 to 8:
1. C -0.51
2. C -0.98
3. N -0.25
4. O -0.84
5. H 0.26
6. H 0.27
7. H 0.36
8. H 0.26



Entry from OMol25: a cluster of 2 separate species, C6H16N2O3P in total (ωB97M-V/def2-TZVPD).

```
28
Properties=species:S:1:pos:R:3
C -0.128 0.842 -2.939
C 1.015 3.266 -3.053
C -0.442 -2.835 0.879
C -0.432 -2.999 3.544
C 0.046 2.277 -2.359
C -0.771 -2.189 2.280
N -0.854 0.409 0.827
N 0.563 2.107 -0.999
O 0.289 -0.088 -2.322
O 1.738 0.314 0.914
O 0.330 -1.260 2.545
P 0.462 -0.228 1.364
H 1.970 3.109 -2.754
H 1.108 3.171 -4.028
H 0.809 4.261 -2.678
H 0.267 -2.219 0.403
H -0.020 -3.761 1.017
H -1.339 -2.789 0.344
H 0.460 -3.500 3.520
H -1.277 -3.709 3.702
H -0.558 -2.322 4.389
H -0.890 2.662 -2.267
H -1.807 -1.720 2.053
H -0.645 0.869 -3.904
H -1.726 0.252 1.237
H -0.023 1.578 -0.230
H 0.481 2.959 -0.481
H 1.375 1.542 -1.006
```

The calculation puts the HOMO energy at -14.2091 eV. For the HOMO-LUMO gap, the calculation gives 11.14 eV. As for the spin multiplicity: 1. The LUMO energy comes out at -3.07 eV. For the total energy, the calculation gives -24885.12318 eV. Its charge is +1. As for the energy relative to the best compared isomer or geometry (same formula, charge and spin): 27.99 kcal per mole.

Atom charges from the Mulliken analysis, given in e for atoms 1 to 8:
1. C -0.01
2. C -1.54
3. C -1.09
4. C -1.43
5. C 0.09
6. C 0.42
7. N -0.57
8. N -0.29



Entry from OMol25: the ion C6H16N3 with charge +1 (ωB97M-V/def2-TZVPD).

```
25
Properties=species:S:1:pos:R:3
C 1.336 0.602 -0.870
C -0.650 0.725 0.271
C 1.466 1.419 -2.096
C 0.344 0.824 2.542
C -0.329 -1.763 0.846
C -1.574 -1.156 -1.110
N 0.796 -0.726 -0.964
N -0.753 0.911 1.596
N -0.439 -0.786 -0.249
H 2.077 0.732 -0.096
H -1.413 1.185 -0.339
H 2.360 1.120 -2.651
H 1.585 2.468 -1.843
H 0.608 1.307 -2.756
H 1.224 0.403 2.065
H 0.600 1.817 2.917
H 0.058 0.202 3.391
H -1.187 -1.681 1.508
H -0.284 -2.766 0.428
H 0.587 -1.584 1.401
H -1.451 -2.170 -1.489
H -2.498 -1.104 -0.535
H -1.641 -0.465 -1.950
H 0.681 -1.023 -1.929
H -1.504 1.511 1.913
```

The calculation puts the HOMO energy (spin up / spin down) at -11.8793 / -11.8792 eV. For the HOMO-LUMO gap (spin up / spin down), the calculation gives 8.54 / 8.54 eV. As for the spin multiplicity: 1. The LUMO energy (spin up / spin down) comes out at -3.34 / -3.34 eV. For the total energy, the calculation gives -10941.72038 eV. Its charge is +1. As for the energy relative to the best compared isomer or geometry (same formula, charge and spin): 72.15 kcal per mole.

Atom charges from the Mulliken analysis, given in e for atoms 1 to 8:
1. C 0.31
2. C -0.60
3. C -1.34
4. C -0.88
5. C -0.91
6. C -1.03
7. N -0.61
8. N -0.18



Entry from OMol25: a cluster of 3 separate species, C6H16N4O2 in total (ωB97M-V/def2-TZVPD).

```
28
Properties=species:S:1:pos:R:3
N -1.333 0.841 1.063
N -2.419 0.896 0.859
O -3.543 0.947 0.632
C -1.833 -2.210 2.053
C -1.349 -2.030 0.827
N -0.046 -1.734 0.525
C 0.521 -1.946 -0.784
C 1.387 -0.750 -1.190
N 0.536 0.408 -1.372
C 1.262 1.657 -1.506
C 0.288 2.826 -1.479
H -1.199 -2.190 2.922
H -2.880 -2.378 2.217
H -1.999 -2.065 -0.038
H 0.606 -1.809 1.291
H 1.126 -2.863 -0.816
H -0.295 -2.046 -1.503
H 2.161 -0.583 -0.421
H 1.890 -0.965 -2.137
H -0.073 0.473 -0.559
H 1.790 1.633 -2.464
H 2.014 1.785 -0.708
H -0.490 2.676 -2.222
H -0.177 2.905 -0.498
H 0.804 3.758 -1.691
O 1.455 0.901 2.226
H 0.680 0.721 1.681
H 1.115 1.141 3.091
```

The calculation puts the HOMO energy at -8.1411 eV. For the HOMO-LUMO gap, the calculation gives 8.98 eV. As for the spin multiplicity: 1. As for the SMILES: N#[N+][O-].C=CNCCNCC.O. The LUMO energy comes out at 0.84 eV. For the total energy, the calculation gives -16534.33159 eV. Its charge is 0. As for the energy relative to the best compared isomer or geometry (same formula, charge and spin): 0.00 kcal per mole.

Atom charges from the Mulliken analysis, given in e for atoms 1 to 8:
1. N -0.17
2. N 0.63
3. O -0.58
4. C -0.84
5. C -0.13
6. N -0.05
7. C -0.89
8. C -0.50



Entry from OMol25: a structure of composition C6H16N4S (ωB97M-V/def2-TZVPD).

```
27
Properties=species:S:1:pos:R:3
C 0.174 -1.265 0.069
C -0.551 0.858 0.140
C -2.822 0.334 -2.080
C -0.499 0.489 -2.591
C 0.819 -0.121 2.967
C 2.953 -0.518 1.549
N -1.302 -0.250 -0.482
N 0.500 -0.074 0.592
N -1.520 -0.240 -1.882
N 1.501 0.094 1.673
S 0.476 -2.802 -0.033
H -0.171 1.605 -0.623
H -1.144 1.195 1.022
H -2.770 1.351 -1.552
H -3.108 0.485 -3.118
H -3.484 -0.308 -1.577
H -0.511 0.051 -3.526
H -0.722 1.630 -2.625
H 0.471 0.330 -2.101
H 1.519 0.042 3.744
H -0.013 0.503 3.126
H 0.399 -1.085 3.211
H 3.661 -0.063 2.191
H 2.954 -1.663 1.911
H 3.235 -0.441 0.479
H -1.620 -1.276 -2.195
H 1.572 1.138 1.711
```

The calculation puts the HOMO energy at -16.9257 eV. For the HOMO-LUMO gap, the calculation gives 9.72 eV. As for the spin multiplicity: 1. The LUMO energy comes out at -7.21 eV. For the total energy, the calculation gives -23254.92419 eV. Its charge is +2. As for the energy relative to the best compared isomer or geometry (same formula, charge and spin): 29.99 kcal per mole.

Atom charges from the Mulliken analysis, given in e for atoms 1 to 8:
1. C 0.26
2. C -0.60
3. C -0.80
4. C -0.96
5. C -0.86
6. C -0.69
7. N -0.65
8. N 0.26



Copy entry 5 word for word.
Entry from OMol25: a structure of composition C6H16N2O (ωB97M-V/def2-TZVPD).

```
25
Properties=species:S:1:pos:R:3
C 2.043 -0.783 0.210
C 2.158 0.163 -2.195
N 1.560 0.313 -0.867
O 1.644 -0.467 1.413
H 0.096 -0.176 1.546
H 1.822 1.206 -0.455
H 3.145 -0.812 0.073
H 1.623 -1.716 -0.233
H 1.812 0.950 -2.868
H 1.859 -0.802 -2.609
H 3.251 0.193 -2.158
C -2.700 -1.285 0.382
C -0.798 1.781 1.460
C -1.560 -0.318 0.263
N -1.012 -0.052 -0.884
C -1.003 0.262 1.480
H 0.238 0.216 -0.919
H -1.408 -0.532 -1.685
H -1.577 -0.046 2.354
H -3.580 -0.771 0.777
H -2.438 -2.064 1.101
H -2.956 -1.752 -0.569
H -0.244 2.086 2.347
H -0.225 2.090 0.588
H -1.751 2.317 1.446
```

The calculation puts the HOMO energy at -7.3823 eV. For the HOMO-LUMO gap, the calculation gives 8.13 eV. As for the spin multiplicity: 1. The LUMO energy comes out at 0.75 eV. For the total energy, the calculation gives -11507.26070 eV. Its charge is 0. As for the energy relative to the best compared isomer or geometry (same formula, charge and spin): 64.44 kcal per mole.

Atom charges from the Mulliken analysis, given in e for atoms 1 to 8:
1. C -0.51
2. C -0.98
3. N -0.25
4. O -0.84
5. H 0.26
6. H 0.27
7. H 0.36
8. H 0.26



Question: spin multiplicity of number 4 (C6H16N2)?
Answer: 1



Question: Look up the energy relative to the best compared isomer or geometry (same formula, charge and spin) of the ninth one.
Answer: 29.99 kcal per mole